w:
Density functional theory data (wB97M-V/def2-TZVPD) for 2 unconnected molecules or ions with the total composition C2H7OS.

The HOMO-LUMO gap is 0.2167 hartree. As for the multiplicity: 1. Its total charge is -1.

XYZ file:
```
11
Properties=species:S:1:pos:R:3:mulliken_charge:R:1
C -1.1566 -2.2960 1.5071 -0.978
S 0.0716 -2.2226 0.3249 -0.708
H -1.7448 -1.2950 1.5884 0.184
H -0.8603 -2.2950 2.4586 0.296
H -2.0432 -2.9478 1.5255 0.268
H 1.1303 0.4920 -0.4178 0.240
C 0.8525 2.1143 -1.4596 -0.498
O 1.4643 1.3058 -0.4334 -0.446
H 1.4283 1.9327 -2.3574 0.251
H 1.1983 3.0830 -1.0900 0.189
H -0.3404 2.1287 -1.6462 0.201
```

x:
Density functional theory data (wB97M-V/def2-TZVPD) for 2 unconnected molecules or ions with the total composition C2H7OS.

The HOMO-LUMO gap is 0.2142 hartree. As for the multiplicity: 1. Its total charge is -1.

XYZ file:
```
11
Properties=species:S:1:pos:R:3:mulliken_charge:R:1
O 1.5387 0.9427 -2.4229 -0.679
H 1.3761 1.7907 -2.0077 0.268
C 0.1063 -1.0256 -0.7977 -0.930
S 0.2680 0.2632 0.4118 -0.277
C -1.0197 0.1408 1.9141 -0.796
H -0.8353 -1.1313 -1.3343 0.230
H 0.8512 -1.8430 -0.7642 0.236
H 1.2794 0.3321 -1.5861 0.279
H -0.4311 -0.2889 2.7125 0.198
H -1.1545 1.2020 2.1440 0.214
H -1.9790 -0.3826 1.7305 0.258
```

y:
Density functional theory data (wB97M-V/def2-TZVPD) for 2 unconnected molecules or ions with the total composition C2H7OS.

The HOMO-LUMO gap is 0.2576 hartree. As for the multiplicity: 1. Its total charge is -1.

XYZ file:
```
11
Properties=species:S:1:pos:R:3:mulliken_charge:R:1
S 0.0040 -1.9556 0.7140 -0.830
H -0.3630 -2.8910 -0.1774 -0.046
C -0.2898 1.6116 -0.0597 -0.284
O 1.0016 1.1393 0.2904 -0.499
C -0.5933 1.4121 -1.5334 -0.843
H -1.0393 1.1386 0.5804 0.257
H -0.2864 2.6810 0.1727 0.273
H 0.9678 0.1781 0.1167 0.175
H -0.3063 0.3959 -1.8086 0.267
H -1.6536 1.5627 -1.7364 0.284
H -0.0147 2.1010 -2.1490 0.246
```

z:
Density functional theory data (wB97M-V/def2-TZVPD) for 2 unconnected molecules or ions with the total composition C2H7OS.

The HOMO-LUMO gap is 0.2151 hartree. As for the multiplicity: 1. Its total charge is -1.

XYZ file:
```
11
Properties=species:S:1:pos:R:3:mulliken_charge:R:1
O 1.4810 1.6530 -0.0076 -0.864
H 2.2315 1.1831 0.3860 0.271
C -0.1241 -1.3214 -0.1985 -0.820
C -0.5787 -0.0494 0.4412 -0.661
S -1.8106 0.9620 -0.3212 -0.375
H 0.4675 -1.9020 0.5167 0.277
H -0.9862 -1.9585 -0.4868 0.259
H 0.4954 -1.2031 -1.0970 0.229
H 0.6747 0.9556 0.3039 0.354
H -0.7889 -0.1424 1.5048 0.267
H -1.0614 1.8231 -1.0415 0.064
```

Relative energy table, unit eV: w 2.069; x 2.440; y 0.000; z 1.760

w:
Density functional theory data (wB97M-V/def2-TZVPD) for 2 unconnected molecules or ions with the total composition C6H16O2.

The HOMO-LUMO gap is 0.3933 hartree. Its SMILES is CCOC.CCOC. As for the multiplicity: 1.

XYZ file:
```
24
Properties=species:S:1:pos:R:3:mulliken_charge:R:1
O 0.4404 0.9349 0.9095 -0.368
C 0.0000 0.0000 0.0000 -0.637
C -1.0938 2.8243 0.4596 -0.836
C -0.6418 1.7417 1.4171 -0.299
H 0.9129 -0.4735 -0.3989 0.249
H -0.5914 0.3911 -0.8449 0.285
H -0.5960 -0.7682 0.5208 0.246
H -1.7812 2.4433 -0.3142 0.099
H -0.2419 3.3172 -0.0383 0.324
H -1.6284 3.5742 1.0667 0.364
H -1.4443 1.0509 1.7400 0.273
H -0.2161 2.2109 2.3249 0.280
O -4.7887 0.9978 -0.8637 -0.350
C -4.5643 -0.2331 -0.2294 -0.534
C -4.7751 3.4607 -0.7374 -0.981
C -5.1403 2.1527 -0.0477 -0.210
H -5.3621 -0.4494 0.5008 0.311
H -3.5964 -0.2232 0.2996 0.122
H -4.5464 -1.0407 -0.9804 0.243
H -5.1531 3.4226 -1.7729 0.286
H -3.6887 3.6492 -0.7661 0.170
H -5.2641 4.3001 -0.2150 0.333
H -6.2303 2.0508 0.1168 0.356
H -4.6445 2.1015 0.9407 0.275
```

x:
Density functional theory data (wB97M-V/def2-TZVPD) for 2 unconnected molecules or ions with the total composition C6H16O2.

The HOMO-LUMO gap is 0.3983 hartree. Its SMILES is CCCCCCO.O. As for the multiplicity: 1.

XYZ file:
```
24
Properties=species:S:1:pos:R:3:mulliken_charge:R:1
C 0.2745 -1.0161 1.3776 -0.146
O 0.3624 -1.4819 2.7024 -0.546
C -0.6579 -1.9762 0.5785 -0.540
C -0.5575 -2.0333 -0.9721 -0.806
C -0.6794 -0.6906 -1.6989 -0.853
C 0.6076 0.2672 -1.8163 -0.376
C 0.4386 1.7545 -1.4916 -1.101
H -0.1269 -0.0262 1.5112 0.146
H 1.2469 -1.0543 0.8494 0.253
H 0.4465 -2.4245 2.8017 0.303
H -1.6123 -1.7646 1.0767 0.259
H -0.3302 -2.9983 0.8400 0.411
H -1.2697 -2.7873 -1.3158 0.379
H 0.4384 -2.4452 -1.2302 0.304
H -1.4954 -0.0956 -1.2792 0.407
H -1.0829 -0.9022 -2.6932 0.401
H 1.2785 -0.2013 -1.1049 0.279
H 0.9290 0.0473 -2.8460 0.338
H 0.1371 1.7810 -0.4275 0.262
H 1.2994 2.3748 -1.7646 0.350
H -0.4645 2.1042 -1.9883 0.290
H 0.8595 4.3368 0.6540 0.317
H 0.3247 3.7940 1.9616 0.319
O 0.0341 4.0783 1.0738 -0.651
```

Relative energy table, unit eV: w 0.510; x 0.000

w:
Density functional theory data (wB97M-V/def2-TZVPD) for a molecular structure, C33H40N5O7S3SeTi.

The HOMO-LUMO gap is 0.1989 hartree. As for the multiplicity: 1. Its total charge is +1.

XYZ file:
```
90
Properties=species:S:1:pos:R:3:mulliken_charge:R:1
Ti -0.4589 -0.2145 -0.2113 -0.344
C 2.9117 3.1163 0.6201 -1.026
C 3.8378 2.2261 -0.1946 -0.905
S 2.9152 0.9740 -1.1505 0.090
C 3.7238 -0.5548 -0.6076 0.547
C 3.6459 -0.9052 0.8687 -1.065
S 1.9521 -1.0527 1.5670 0.265
C 2.2558 -0.0538 3.0677 -1.132
C 2.6459 1.4128 2.8620 -1.002
S 1.6510 2.2451 1.5867 0.220
H 3.4837 3.7482 1.2990 0.493
H 2.3165 3.7569 -0.0318 0.391
H 4.3942 2.8359 -0.9056 0.548
H 4.5506 1.7018 0.4407 0.362
H 3.2213 -1.3134 -1.1977 -1.127
H 4.7703 -0.5042 -0.9067 0.803
H 4.1145 -1.8768 1.0321 0.494
H 4.1846 -0.1686 1.4616 0.490
H 1.3278 -0.1454 3.6325 0.436
H 3.0460 -0.5575 3.6238 0.522
H 2.5090 1.9520 3.7985 0.593
H 3.6912 1.5062 2.5713 0.484
O -6.6698 -0.2900 -3.3918 -0.678
C -5.6762 0.2782 -3.8502 0.114
O -5.4069 0.9539 -4.8461 -0.682
C -4.4175 0.0751 -2.9193 0.068
C -4.0713 -1.2002 -2.4776 -1.234
C -2.9501 -1.3592 -1.6942 -0.358
N -2.2263 -0.3094 -1.2862 1.630
C -2.5801 0.9326 -1.6834 1.193
C -3.6390 1.1632 -2.5259 -0.874
C -1.6536 1.9988 -1.1561 -0.494
O -1.9865 3.1436 -1.0179 -0.628
O -0.4784 1.4820 -0.8538 -0.500
H -4.6824 -2.0486 -2.7545 0.598
H -2.6163 -2.3361 -1.3638 0.457
H -3.8420 2.1627 -2.8869 0.733
C 4.4574 -5.7059 -0.2361 -0.992
O 3.4180 -5.0399 -0.9444 -0.419
C 3.7608 -4.1658 -1.9177 1.389
C 5.0549 -3.8064 -2.2556 -0.450
C 5.2749 -2.8882 -3.2716 -0.835
C 4.2088 -2.3448 -3.9721 -0.839
C 2.9132 -2.7084 -3.6532 -0.292
C 2.6773 -3.5983 -2.6101 -0.522
N 1.4127 -4.1140 -2.2468 0.323
C 0.2033 -3.8225 -2.6260 -1.624
C -0.2903 -2.6413 -3.2730 0.869
C -1.1175 -2.8605 -4.3924 -1.070
C -1.5989 -1.8160 -5.1432 -1.116
C -1.2471 -0.5132 -4.7987 -0.612
C -0.5059 -0.2681 -3.6597 -0.299
C -0.0829 -1.3066 -2.8254 1.516
O 0.3652 -1.0376 -1.5895 0.317
H 3.9621 -6.3927 0.4430 0.276
H 5.0608 -4.9968 0.3345 0.373
H 5.1007 -6.2709 -0.9127 0.408
H 5.8991 -4.2441 -1.7422 0.477
H 6.2895 -2.6132 -3.5261 0.435
H 4.3835 -1.6492 -4.7805 0.434
H 2.0894 -2.3216 -4.2305 0.552
H 1.4974 -4.9480 -1.6668 0.406
H -0.5048 -4.6311 -2.4870 0.689
H -1.3215 -3.8831 -4.6872 0.536
H -2.2354 -2.0058 -5.9957 0.457
H -1.5909 0.3110 -5.4099 0.449
H -0.2482 0.7443 -3.3776 0.566
C -4.2778 2.7700 2.6703 -1.344
N -3.0558 2.0672 2.2812 0.159
C -1.8555 2.8864 2.3839 -1.152
C -2.9142 0.8164 1.7957 0.664
O -1.7923 0.4597 1.2812 -0.259
N -3.9224 -0.0796 1.8619 0.235
C -3.7855 -1.4052 1.2705 0.141
C -5.2475 0.1256 2.4441 -1.214
H -4.1079 3.8324 2.5204 0.511
H -4.5122 2.6172 3.7256 0.341
H -5.1297 2.4995 2.0588 0.398
H -2.0525 3.7227 3.0489 0.603
H -1.5447 3.2687 1.4117 0.224
H -1.0564 2.2994 2.8096 0.294
H -2.7711 -1.5762 0.9506 -0.989
H -4.4664 -1.5145 0.4233 0.427
H -4.0434 -2.1517 2.0228 0.626
H -5.2015 0.6835 3.3713 0.427
H -5.6594 -0.8531 2.6759 0.351
H -5.9271 0.6107 1.7422 0.359
Se -0.5853 -4.8587 0.6191 -0.131
C -0.6578 -3.1412 0.5770 0.509
N -0.7621 -1.9633 0.5831 -1.065
```

x:
Density functional theory data (wB97M-V/def2-TZVPD) for a molecular structure, C33H40N5O7S3SeTi.

The HOMO-LUMO gap is 0.2216 hartree. As for the multiplicity: 1. Its total charge is +1.

XYZ file:
```
90
Properties=species:S:1:pos:R:3:mulliken_charge:R:1
Ti 0.2951 -0.4908 -0.3457 -1.304
C -1.4575 1.6496 1.8762 -0.756
C -0.5564 2.8436 1.6100 -1.044
S 0.5138 2.6814 0.1500 0.203
C 2.0820 3.2167 0.8620 -0.749
C 2.6686 2.2797 1.9144 -1.058
S 2.6190 0.5261 1.4376 0.118
C 1.9811 -0.1831 2.9680 -0.689
C 0.5564 0.2308 3.3129 -1.194
S -0.6635 0.0261 1.9778 0.436
H -2.1973 1.4928 1.0923 0.197
H -1.9971 1.7933 2.8138 0.651
H 0.0805 3.0559 2.4681 0.468
H -1.1985 3.7145 1.4741 0.597
H 1.9699 4.2160 1.2848 0.616
H 2.7512 3.3109 0.0089 0.275
H 2.1326 2.3856 2.8563 0.462
H 3.7042 2.5589 2.1095 0.595
H 2.6392 0.0943 3.7926 0.621
H 2.0594 -1.2608 2.8471 0.320
H 0.5079 1.2755 3.6154 0.549
H 0.2023 -0.3630 4.1555 0.646
O -4.5874 -3.7230 -3.2218 -0.756
C -4.8892 -3.7383 -2.0063 0.344
O -5.2505 -4.6715 -1.2807 -0.732
C -4.5819 -2.4193 -1.2623 0.252
C -4.7984 -2.2710 0.0982 -0.544
C -4.2186 -1.1953 0.7627 -0.624
N -3.3713 -0.3499 0.1797 -0.185
C -3.2168 -0.4773 -1.1417 0.172
C -3.8555 -1.4308 -1.9091 -0.324
C -2.0899 0.2544 -1.7819 0.062
O -1.9782 0.4431 -2.9713 -0.699
O -1.1001 0.5886 -0.9388 0.098
H -5.3667 -3.0285 0.6224 0.533
H -4.3838 -1.0491 1.8254 0.442
H -3.7037 -1.4953 -2.9761 0.783
C 3.9770 0.3256 -6.4602 -1.058
O 2.8287 -0.1471 -5.7606 -0.334
C 3.0066 -1.1190 -4.8404 0.202
C 4.2201 -1.7301 -4.5451 -0.379
C 4.2781 -2.7238 -3.5779 -1.082
C 3.1418 -3.1311 -2.8954 -0.928
C 1.9309 -2.5248 -3.1827 0.665
C 1.8688 -1.5249 -4.1355 -0.557
N 0.6251 -0.8644 -4.4484 0.529
C 0.3857 0.3925 -4.2718 -1.241
C 1.2999 1.2739 -3.5830 1.084
C 1.6525 2.4559 -4.2398 -0.577
C 2.7179 3.2125 -3.7934 -1.097
C 3.4359 2.7824 -2.6823 -0.598
C 3.0494 1.6555 -1.9747 -0.921
C 1.9452 0.9211 -2.3872 0.819
O 1.4985 -0.1032 -1.6425 -0.399
H 3.6181 1.1011 -7.1294 0.260
H 4.4352 -0.4742 -7.0433 0.400
H 4.7064 0.7479 -5.7665 0.418
H 5.1185 -1.4388 -5.0682 0.499
H 5.2315 -3.1854 -3.3580 0.426
H 3.2004 -3.8968 -2.1339 0.487
H 1.0365 -2.7999 -2.6438 0.552
H -0.0651 -1.3979 -4.9652 0.444
H -0.5001 0.7922 -4.7478 0.571
H 1.1133 2.7436 -5.1340 0.516
H 3.0025 4.1147 -4.3156 0.501
H 4.2993 3.3459 -2.3514 0.582
H 3.5918 1.3234 -1.0994 0.759
C -2.1448 -5.1259 -2.0466 -1.583
N -1.4570 -3.8211 -2.0568 0.669
C -1.4803 -3.1434 -3.3508 -0.740
C -1.0290 -3.2320 -0.9519 -1.347
O -0.7497 -1.9518 -0.9850 2.783
N -0.9019 -3.9246 0.1919 0.776
C -1.2501 -3.3372 1.4733 -0.886
C -0.4144 -5.2992 0.2458 -1.192
H -2.9162 -5.0898 -2.8124 0.652
H -2.6430 -5.2757 -1.0936 0.504
H -1.4488 -5.9393 -2.2474 0.318
H -2.4945 -3.2401 -3.7475 0.681
H -0.7644 -3.6177 -4.0280 0.471
H -1.2498 -2.0923 -3.2118 -0.396
H -1.7601 -2.3913 1.3255 -0.103
H -0.3644 -3.1943 2.0969 0.229
H -1.9374 -4.0131 1.9855 0.535
H 0.0568 -5.5703 -0.6942 0.265
H -1.2111 -6.0082 0.4729 0.321
H 0.3455 -5.3481 1.0256 0.419
Se 3.1480 -4.1558 1.2076 -0.040
C 2.1093 -2.8238 0.7856 0.444
N 1.3947 -1.9233 0.5200 -1.109
```

Relative energy table, unit eV: w 1.232; x 0.000